1.
C2H4N4O2 | ωB97M-V/def2-TZVPD

Values from the calculation:
Energy = -12188.5189 eV
Highest occupied orbital energy = -8.660 eV
SMILES = ONC1=NN=CNO1
ΔE to the lowest compared entry with this formula, charge and spin = 114.6 kcal per mole
Molar mass = 116.1 g/mol
LUMO energy = 0.6 eV
HOMO-LUMO gap = 9.28 eV

Geometry as ORCA input:
```
! RIJCOSX wB97M-V def2-TZVPD def2/J DEFGRID3
* xyz 0 1
O -2.52388 0.42639 -0.10323
N -1.76072 -0.77985 -0.02638
C -0.38770 -0.47019 -0.11979
N 0.40592 -1.45778 -0.24000
N 1.80326 -1.12596 -0.09443
C 2.14055 0.06476 0.12938
N 1.27741 1.04928 -0.33911
O -0.02991 0.80535 0.14830
H -3.44658 0.18157 -0.40036
H -2.03322 -1.20332 0.87159
H 3.16399 0.43692 0.37361
H 1.39088 2.07282 -0.19957
*
```

Atomic partial charges in e from the Mulliken method, atoms 1 to 4:
1. O -0.42
2. N -0.22
3. C 0.56
4. N -0.37


2.
C2H4N4O2 | ωB97M-V/def2-TZVPD

Values from the calculation:
Energy = -12187.4836 eV
Highest occupied orbital energy = -8.469 eV
SMILES = Nn1onc/c1=N\O
ΔE to the lowest compared entry with this formula, charge and spin = 138.5 kcal per mole
Molar mass = 116.1 g/mol
LUMO energy = 0.4 eV
HOMO-LUMO gap = 8.89 eV

Geometry as ORCA input:
```
! RIJCOSX wB97M-V def2-TZVPD def2/J DEFGRID3
* xyz 0 1
N 1.59342 0.99819 1.19964
N 0.45234 0.90727 0.25857
O -0.74235 1.54401 0.86273
N -1.85723 0.93884 0.29860
C -1.45682 0.02856 -0.48368
C -0.01040 -0.23075 -0.35185
N 0.69685 -1.22606 -0.83737
O 0.01202 -2.03485 -1.72521
H 1.26871 0.26671 1.89925
H 1.50938 2.05151 1.54784
H -2.27250 -0.50491 -0.88452
H 0.80657 -2.73851 -1.78402
*
```

Atomic partial charges in e from the Mulliken method, atoms 1 to 4:
1. N -0.54
2. N 0.17
3. O -0.17
4. N -0.29


3.
C2H4N4O2 | ωB97M-V/def2-TZVPD

Values from the calculation:
Energy = -12186.9220 eV
Highest occupied orbital energy = -8.315 eV
SMILES = N/N=c1/ncn(O)o1
ΔE to the lowest compared entry with this formula, charge and spin = 151.4 kcal per mole
Molar mass = 116.1 g/mol
LUMO energy = -0.3 eV
HOMO-LUMO gap = 7.97 eV

Geometry as ORCA input:
```
! RIJCOSX wB97M-V def2-TZVPD def2/J DEFGRID3
* xyz 0 1
N -2.80600 -0.50388 -0.02442
N -1.81093 0.50434 0.05318
C -0.59736 0.48417 0.07238
N 0.16428 1.66034 0.16477
C 1.45162 1.31214 -0.14909
N 1.57628 -0.04798 -0.35710
O 2.52569 -0.87263 0.44103
O 0.20755 -0.49963 -0.24027
H -2.35581 -1.51766 -0.41803
H -3.33834 -0.46406 0.87708
H 2.43949 1.65531 -0.04926
H 2.54352 -1.71047 -0.37027
*
```

Atomic partial charges in e from the Mulliken method, atoms 1 to 4:
1. N -0.52
2. N -0.25
3. C 0.66
4. N -0.51